<A>
Computed, not measured: a molecular structure, C5H10O, with ωB97M-V/def2-TZVPD.

## Properties
Gap between HOMO and LUMO in eV: 9.32
M in g mol⁻¹: 86.13
HOMO level in eV: -8.82

ORCA input file:
```
! RIJCOSX wB97M-V def2-TZVPD def2/J DEFGRID3
* xyz 0 1
C 1.85 -0.76 0.03
C 0.49 1.22 -0.34
C 0.87 0.23 0.61
O 0.55 0.26 1.80
C -0.78 -0.39 -0.34
C -2.09 0.11 0.16
H 1.83 -0.84 -1.07
H 2.81 -0.33 0.33
H 1.69 -1.72 0.50
H 0.81 1.22 -1.39
H 0.41 2.24 0.07
H -0.53 -1.34 0.19
H -0.68 -0.61 -1.40
H -2.32 1.05 -0.33
H -2.88 -0.62 -0.05
H -2.04 0.26 1.24
*
```

=====

<B>
Computed, not measured: a single C5H10O molecule, with ωB97M-V/def2-TZVPD.

## Properties
Gap between HOMO and LUMO in eV: 8.99
Structure (SMILES): CC(=O)C(C)C
M in g mol⁻¹: 86.13
HOMO level in eV: -8.31

ORCA input file:
```
! RIJCOSX wB97M-V def2-TZVPD def2/J DEFGRID3
* xyz 0 1
C -1.46 0.64 -0.84
C -0.53 -0.21 0.03
C -1.04 -0.37 1.44
C 1.10 0.15 0.16
O 0.83 1.35 0.06
C 2.30 -0.32 -0.52
H -1.04 0.78 -1.84
H -1.66 1.62 -0.41
H -2.40 0.10 -0.95
H -0.38 -1.17 -0.45
H -1.14 0.61 1.93
H -0.37 -1.00 2.02
H -2.03 -0.84 1.41
H 2.87 -0.99 0.11
H 2.08 -0.91 -1.41
H 2.89 0.57 -0.73
*
```

=====

Most stable: <B>

=====

<A>
Computed, not measured: a single C5H10O molecule, with ωB97M-V/def2-TZVPD.

## Properties
Gap between HOMO and LUMO in eV: 11.13
Structure (SMILES): OC1CCCC1
M in g mol⁻¹: 86.13
HOMO level in eV: -10.15

ORCA input file:
```
! RIJCOSX wB97M-V def2-TZVPD def2/J DEFGRID3
* xyz 0 1
O -1.79 0.24 0.88
C -1.07 0.22 -0.35
C -0.29 -1.09 -0.53
C 1.04 -0.90 0.23
C 1.17 0.62 0.51
C 0.01 1.29 -0.24
H -2.45 -0.46 0.83
H -1.75 0.43 -1.19
H -0.86 -1.95 -0.15
H -0.11 -1.27 -1.60
H 1.88 -1.27 -0.37
H 1.06 -1.46 1.16
H 1.09 0.81 1.59
H 2.14 1.01 0.19
H -0.40 2.17 0.27
H 0.32 1.59 -1.25
*
```

=====

<B>
Computed, not measured: a single C5H10O molecule, with ωB97M-V/def2-TZVPD.

## Properties
Gap between HOMO and LUMO in eV: 7.41
M in g mol⁻¹: 86.13
HOMO level in eV: -6.62

ORCA input file:
```
! RIJCOSX wB97M-V def2-TZVPD def2/J DEFGRID3
* xyz 0 1
C -0.17 2.00 0.58
O -0.27 0.90 -0.31
C -1.26 -0.24 0.07
C -0.70 -1.44 -0.49
C 0.73 -1.68 -0.06
C 1.22 -0.37 -0.51
H 0.02 1.66 1.62
H 0.66 2.63 0.25
H -1.09 2.59 0.58
H -1.23 -0.18 1.17
H -2.22 0.07 -0.33
H -0.93 -1.64 -1.53
H 1.17 -2.51 -0.61
H 0.87 -1.85 1.01
H 1.77 0.32 0.13
H 1.41 -0.25 -1.57
*
```

=====

Most stable: <A>